1.
A cluster of 10 separate species, C45H115N5O15 in total. Source: the Open Molecules 2025 dataset; level of theory: wB97M-V/def2-TZVPD.

Last column: Löwdin spin population.
Element x y z (Å)
1 C -0.537 -6.117 -1.466  0.01
2 O 0.829 -5.738 -1.680  0.01
3 C 0.995 -4.783 -2.741  0.00
4 C 2.468 -4.464 -2.987  0.01
5 N 3.080 -3.837 -1.811  0.00
6 C 4.519 -3.415 -2.103  0.00
7 C 5.294 -2.946 -0.868  0.00
8 O 5.128 -3.882 0.171  0.00
9 C 5.237 -3.425 1.528  0.02
10 H -1.156 -5.284 -1.131  0.00
11 H -0.483 -6.755 -0.584  0.00
12 H -1.049 -6.615 -2.289  0.00
13 H 0.478 -3.852 -2.506  0.00
14 H 0.483 -5.164 -3.624  0.00
15 H 2.590 -3.801 -3.844  0.00
16 H 3.029 -5.393 -3.084  0.00
17 H 3.038 -4.455 -1.013  0.00
18 H 4.632 -2.611 -2.829  0.00
19 H 5.050 -4.305 -2.442  0.00
20 H 4.920 -1.946 -0.649  0.00
21 H 6.355 -2.929 -1.118  0.00
22 H 4.569 -2.589 1.734  0.00
23 H 6.207 -3.222 1.981  0.00
24 H 4.816 -4.139 2.236  0.01
25 C 3.278 2.763 -0.405  0.01
26 O 3.372 3.076 0.963  0.01
27 C 4.683 3.212 1.532  0.00
28 C 4.613 3.981 2.896  0.00
29 N 3.996 3.066 3.872  0.00
30 C 3.661 3.785 5.129  0.00
31 C 2.665 2.990 5.992  0.00
32 O 1.375 3.224 5.445  0.01
33 C 0.257 2.810 6.262  0.02
34 H 3.754 3.509 -1.042  0.00
35 H 2.220 2.748 -0.665  0.00
36 H 3.665 1.745 -0.456  0.00
37 H 5.390 3.592 0.795  0.00
38 H 5.017 2.195 1.739  0.00
39 H 4.051 4.880 2.645  0.00
40 H 5.607 4.261 3.243  0.00
41 H 3.170 2.736 3.393  0.00
42 H 3.204 4.751 4.918  0.00
43 H 4.606 3.929 5.653  0.00
44 H 2.814 3.431 6.978  0.00
45 H 2.944 1.937 6.040  0.00
46 H 0.343 1.803 6.669  0.00
47 H -0.574 2.812 5.556  0.01
48 H 0.097 3.507 7.085  0.00
49 C 2.249 -0.488 3.744  0.01
50 O 2.197 -0.317 5.123  0.00
51 C 2.331 -1.517 5.877  0.02
52 C 2.132 -1.281 7.367  0.01
53 N 0.729 -1.007 7.662  0.00
54 C 0.433 -0.516 9.061  0.00
55 C -1.056 -0.421 9.422  0.01
56 O -1.653 0.710 8.763  0.01
57 C -3.059 0.891 9.003  0.06
58 H 1.354 -1.039 3.455  0.01
59 H 3.170 -0.935 3.369  0.00
60 H 2.222 0.533 3.363  0.00
61 H 3.381 -1.809 5.855  0.00
62 H 1.695 -2.314 5.493  0.01
63 H 2.884 -0.549 7.661  0.00
64 H 2.464 -2.218 7.815  0.00
65 H 0.266 -0.466 6.945  0.01
66 H 0.889 0.459 9.236  0.00
67 H 0.832 -1.222 9.790  0.00
68 H -1.125 -0.323 10.505  0.00
69 H -1.511 -1.369 9.133  0.01
70 H -3.513 1.587 8.297  0.02
71 H -3.229 1.314 9.992  0.00
72 H -3.541 -0.086 8.985  0.01
73 C -9.350 5.860 3.311  0.01
74 O -8.502 4.717 3.270  0.00
75 C -7.326 4.830 2.479  0.01
76 C -6.453 3.577 2.669  0.03
77 N -5.084 3.771 2.358  0.00
78 C -4.388 2.506 2.456  0.03
79 C -2.919 2.731 2.132  0.03
80 O -2.419 1.414 2.009  0.01
81 C -1.049 1.239 1.717  0.02
82 H -9.470 6.311 2.326  0.00
83 H -8.895 6.600 3.968  0.00
84 H -10.350 5.670 3.700  0.00
85 H -6.747 5.698 2.794  0.00
86 H -7.523 4.930 1.411  0.00
87 H -6.944 2.741 2.172  0.01
88 H -6.536 3.415 3.744  0.01
89 H -4.619 4.379 3.017  0.01
90 H -4.788 1.968 1.597  0.00
91 H -4.491 1.906 3.360  0.02
92 H -2.533 3.314 2.968  0.01
93 H -2.738 3.328 1.238  0.01
94 H -0.680 0.214 1.771  0.00
95 H -0.447 1.834 2.403  0.00
96 H -0.739 1.638 0.751  0.01
97 C 4.002 4.730 -7.459  0.00
98 O 3.357 3.535 -7.812  0.00
99 C 2.105 3.803 -8.460  0.00
100 C 1.364 2.496 -8.956  0.00
101 N 0.657 1.762 -7.901  0.00
102 C -0.576 2.397 -7.439  0.00
103 C -1.212 1.580 -6.311  0.01
104 O -0.454 1.818 -5.174  0.01
105 C -0.676 0.849 -4.161  0.01
106 H 3.364 5.471 -6.978  0.00
107 H 4.468 5.275 -8.280  0.00
108 H 4.848 4.497 -6.812  0.00
109 H 2.227 4.496 -9.293  0.00
110 H 1.448 4.260 -7.719  0.00
111 H 2.052 1.788 -9.419  0.00
112 H 0.693 2.792 -9.763  0.00
113 H 1.293 1.760 -7.117  0.00
114 H -1.188 2.365 -8.341  0.00
115 H -0.467 3.437 -7.132  0.00
116 H -1.273 0.524 -6.577  0.00
117 H -2.228 1.940 -6.146  0.00
118 H -1.688 0.682 -3.790  0.00
119 H -0.055 1.031 -3.284  0.00
120 H -0.482 -0.130 -4.599  0.00
121 C 0.050 -1.468 -1.418  0.00
122 C 1.375 -0.731 -1.116  0.00
123 C 1.908 -1.077 0.232  0.00
124 O 2.333 -1.084 -2.108  0.00
125 H -0.827 -0.934 -1.053  0.00
126 H -0.027 -2.419 -0.890  0.00
127 H -0.033 -1.631 -2.492  0.00
128 H 1.210 0.342 -1.213  0.00
129 H 1.192 -0.833 1.017  0.00
130 H 2.740 -0.398 0.418  0.00
131 H 2.301 -2.093 0.263  0.00
132 H 2.704 -1.938 -1.877  0.00
133 C -3.114 -3.922 0.572  0.01
134 C -2.703 -3.540 2.013  0.02
135 C -1.197 -3.314 2.221  0.03
136 O -3.314 -2.262 2.192  0.05
137 H -4.152 -3.786 0.266  0.00
138 H -2.791 -4.951 0.412  0.00
139 H -2.526 -3.385 -0.173  0.00
140 H -3.053 -4.333 2.674  0.01
141 H -0.969 -3.032 3.249  0.02
142 H -0.850 -2.569 1.506  0.00
143 H -0.702 -4.250 1.960  0.01
144 H -2.822 -1.833 2.896  0.02
145 C 5.123 -0.518 -4.519  0.00
146 C 4.882 0.876 -3.906  0.00
147 C 3.674 1.653 -4.407  0.00
148 O 4.696 0.552 -2.549  0.00
149 H 5.967 -1.008 -4.034  0.00
150 H 5.433 -0.314 -5.544  0.00
151 H 4.224 -1.134 -4.525  0.00
152 H 5.805 1.455 -3.923  0.00
153 H 3.754 1.769 -5.488  0.00
154 H 3.645 2.631 -3.926  0.00
155 H 2.785 1.046 -4.240  0.00
156 H 3.904 0.015 -2.459  0.00
157 C -4.552 -4.547 -3.918  0.01
158 C -3.278 -4.341 -4.750  0.01
159 C -2.146 -3.893 -3.884  0.01
160 O -2.950 -5.607 -5.339  0.01
161 H -5.386 -4.918 -4.514  0.00
162 H -4.912 -3.550 -3.662  0.00
163 H -4.405 -5.187 -3.048  0.00
164 H -3.440 -3.597 -5.530  0.00
165 H -1.888 -4.642 -3.135  0.00
166 H -2.492 -2.956 -3.449  0.00
167 H -1.233 -3.652 -4.428  0.00
168 H -2.326 -5.497 -6.061  0.00
169 C -3.471 -0.718 -1.634  0.01
170 C -4.910 -0.702 -2.156  0.02
171 C -4.858 -0.650 -3.653  0.02
172 O -5.458 -1.912 -1.670  0.02
173 H -3.382 -0.728 -0.548  0.00
174 H -2.931 0.182 -1.926  0.01
175 H -2.921 -1.577 -2.019  0.00
176 H -5.432 0.173 -1.767  0.01
177 H -4.410 0.316 -3.882  0.01
178 H -5.894 -0.727 -3.984  0.00
179 H -4.231 -1.426 -4.092  0.00
180 H -5.547 -1.864 -0.716  0.01

Atoms 1-6, force components in eV/Å:
C 0.724 0.272 1.159
O -0.231 0.348 -0.719
C -0.242 -0.015 0.216
C 0.059 -0.738 1.314
N 1.153 2.204 -0.504
C -0.432 -1.646 1.204

As for the expectation value of S²: 0.750. The HOMO-LUMO gap (alpha / beta) is 1.326 / 8.945 eV. Its total energy is -3185.5516 hartree. Its net charge is -1. Its largest force on an atom is 2.86 eV/Å. The spin multiplicity is 2.

=====

2.
A cluster of 11 separate species, C45H116N4O15 in total. Source: the Open Molecules 2025 dataset; level of theory: wB97M-V/def2-TZVPD.

Last column: Mulliken charge in e.
Element x y z (Å)
1 C -9.080 4.691 -2.305  -0.81
2 O -8.444 3.699 -1.520  -0.27
3 C -9.321 2.671 -1.109  -0.68
4 C -8.604 1.470 -0.403  -0.78
5 N -8.269 0.306 -1.263  -0.34
6 C -7.261 0.705 -2.204  -0.39
7 C -6.474 -0.517 -2.749  -0.71
8 O -7.348 -1.421 -3.391  -0.36
9 C -7.891 -1.053 -4.621  -0.65
10 H -9.703 4.331 -3.123  0.33
11 H -8.310 5.349 -2.707  0.24
12 H -9.720 5.343 -1.710  0.32
13 H -9.888 2.383 -1.994  0.39
14 H -10.070 3.125 -0.461  0.48
15 H -9.413 0.996 0.153  0.44
16 H -7.873 1.834 0.319  0.39
17 H -8.015 -0.376 -0.563  0.25
18 H -6.507 1.276 -1.663  0.39
19 H -7.648 1.311 -3.024  0.24
20 H -5.848 -0.893 -1.939  0.37
21 H -5.637 -0.306 -3.415  0.37
22 H -7.140 -0.953 -5.405  0.31
23 H -8.519 -0.164 -4.570  0.24
24 H -8.438 -1.934 -4.958  0.24
25 C 8.706 -2.370 -0.276  -0.68
26 O 8.044 -3.612 -0.558  -0.33
27 C 6.645 -3.384 -0.773  -0.42
28 C 5.988 -4.690 -1.280  -0.82
29 N 6.245 -4.913 -2.706  -0.17
30 C 5.545 -6.141 -3.192  -0.81
31 C 5.628 -6.341 -4.722  -0.58
32 O 6.913 -6.720 -5.076  -0.31
33 C 7.164 -6.725 -6.451  -0.70
34 H 8.616 -1.592 -1.034  0.22
35 H 9.767 -2.569 -0.130  0.27
36 H 8.384 -2.004 0.699  0.31
37 H 6.449 -2.647 -1.552  0.19
38 H 6.268 -3.015 0.182  0.42
39 H 4.913 -4.633 -1.108  0.48
40 H 6.390 -5.515 -0.691  0.38
41 H 7.222 -5.133 -2.834  0.19
42 H 4.481 -6.146 -2.954  0.44
43 H 5.984 -6.978 -2.649  0.40
44 H 5.198 -5.518 -5.293  0.36
45 H 4.960 -7.188 -4.876  0.38
46 H 8.165 -7.109 -6.648  0.25
47 H 6.911 -5.777 -6.927  0.25
48 H 6.449 -7.466 -6.810  0.33
49 C 3.919 5.595 3.595  -0.80
50 O 3.405 4.916 2.447  -0.32
51 C 3.486 5.640 1.241  -0.49
52 C 3.275 4.796 0.004  -0.51
53 N 3.635 5.471 -1.224  -0.41
54 C 3.166 4.682 -2.367  -0.57
55 C 3.169 5.431 -3.729  -0.70
56 O 2.243 6.543 -3.729  -0.21
57 C 2.197 7.305 -5.011  -0.79
58 H 3.535 5.113 4.494  0.27
59 H 3.735 6.654 3.777  0.31
60 H 4.979 5.344 3.576  0.33
61 H 4.462 6.120 1.305  0.37
62 H 2.711 6.403 1.161  0.22
63 H 2.252 4.420 -0.010  0.29
64 H 3.782 3.847 0.180  0.36
65 H 3.097 6.320 -1.322  0.30
66 H 2.139 4.361 -2.192  0.31
67 H 3.774 3.777 -2.364  0.39
68 H 2.771 4.750 -4.481  0.39
69 H 4.135 5.776 -4.098  0.42
70 H 3.139 7.830 -5.167  0.34
71 H 1.278 7.891 -4.999  0.23
72 H 2.104 6.707 -5.918  0.32
73 C -1.621 -2.205 7.859  -0.76
74 O -1.642 -1.285 8.934  -0.30
75 C -1.050 0.006 8.631  -0.48
76 C -1.022 1.009 9.824  -0.74
77 N -0.482 0.376 11.107  -0.38
78 C -0.834 1.137 12.315  -0.59
79 C -0.603 0.348 13.646  -0.57
80 O -1.393 -0.821 13.700  -0.30
81 C -0.900 -1.860 14.578  -0.81
82 H -2.321 -2.015 7.045  0.30
83 H -1.571 -3.231 8.222  0.27
84 H -0.695 -2.066 7.302  0.31
85 H -1.606 0.527 7.851  0.37
86 H -0.010 -0.040 8.307  0.34
87 H -1.952 1.576 9.875  0.36
88 H -0.216 1.723 9.655  0.30
89 H -0.773 -0.590 11.152  0.31
90 H -1.858 1.489 12.190  0.38
91 H -0.221 2.038 12.278  0.32
92 H -0.859 1.079 14.412  0.37
93 H 0.461 0.124 13.724  0.36
94 H -1.625 -2.672 14.629  0.27
95 H -0.848 -1.596 15.635  0.33
96 H 0.115 -2.218 14.404  0.33
97 C -4.414 -7.214 -2.887  -1.15
98 C -3.441 -6.663 -3.981  0.47
99 C -2.106 -6.103 -3.485  -1.22
100 O -3.094 -7.605 -4.914  -0.55
101 H -4.521 -6.454 -2.113  0.32
102 H -4.006 -8.107 -2.414  0.31
103 H -5.359 -7.500 -3.350  0.32
104 H -3.904 -5.847 -4.535  0.25
105 H -1.545 -6.872 -2.954  0.28
106 H -2.385 -5.261 -2.850  0.35
107 H -1.479 -5.706 -4.284  0.31
108 H -3.849 -7.747 -5.489  0.32
109 C 0.552 -6.968 2.838  -1.20
110 C 1.177 -8.322 2.515  0.57
111 C 0.465 -9.226 1.511  -1.26
112 O 2.499 -8.209 2.008  -0.53
113 H 0.595 -6.309 1.970  0.31
114 H 1.114 -6.486 3.637  0.31
115 H -0.508 -7.096 3.059  0.34
116 H 1.294 -8.854 3.460  0.16
117 H 0.301 -8.663 0.592  0.31
118 H -0.492 -9.475 1.969  0.31
119 H 1.069 -10.056 1.147  0.41
120 H 2.777 -9.099 1.780  0.28
121 C -5.289 4.830 3.346  -1.25
122 C -4.478 4.685 4.611  0.42
123 C -3.047 5.208 4.391  -1.26
124 O -5.142 5.310 5.637  -0.54
125 H -5.199 5.802 2.861  0.29
126 H -6.368 4.739 3.473  0.34
127 H -4.880 4.134 2.613  0.34
128 H -4.635 3.632 4.845  0.29
129 H -3.124 6.237 4.040  0.36
130 H -2.455 4.681 3.643  0.35
131 H -2.414 5.047 5.264  0.32
132 H -4.867 6.224 5.539  0.34
133 C 7.619 -0.304 -4.703  -1.34
134 C 6.405 -0.827 -5.495  0.62
135 C 6.748 -1.742 -6.688  -1.30
136 O 5.367 -1.316 -4.715  -0.47
137 H 8.213 -1.161 -4.385  0.29
138 H 7.427 0.203 -3.758  0.33
139 H 8.207 0.475 -5.186  0.40
140 H 5.910 0.073 -5.858  0.18
141 H 7.414 -2.564 -6.426  0.31
142 H 7.443 -1.256 -7.372  0.45
143 H 5.812 -2.040 -7.160  0.28
144 H 5.515 -2.153 -4.268  0.22
145 C 0.724 -0.956 -0.224  -1.45
146 C -0.674 -0.379 -0.038  0.75
147 C -0.827 0.312 1.352  -1.23
148 O -0.914 0.521 -1.050  -0.51
149 H 0.924 -1.570 -1.101  0.41
150 H 1.087 -1.552 0.613  0.34
151 H 1.487 -0.220 -0.475  0.38
152 H -1.441 -1.153 -0.030  0.07
153 H -0.143 1.154 1.460  0.27
154 H -0.669 -0.353 2.201  0.37
155 H -1.870 0.630 1.347  0.31
156 H -0.422 0.220 -1.818  0.29
157 C 0.266 -1.146 -7.241  -1.30
158 C 0.395 0.298 -6.838  0.59
159 C -0.870 1.123 -7.032  -1.22
160 O 0.762 0.248 -5.442  -0.49
161 H 0.186 -1.320 -8.314  0.35
162 H -0.555 -1.676 -6.760  0.30
163 H 1.138 -1.707 -6.905  0.36
164 H 1.184 0.786 -7.410  0.18
165 H -0.608 2.072 -6.562  0.30
166 H -1.674 0.614 -6.500  0.30
167 H -1.131 1.317 -8.072  0.36
168 H 1.538 -0.315 -5.387  0.26
169 C -1.679 6.642 -0.932  -1.29
170 C -1.348 8.178 -0.970  0.79
171 C -1.687 8.933 0.290  -1.47
172 O -0.002 8.369 -1.258  -0.51
173 H -1.570 6.275 -1.953  0.36
174 H -2.729 6.536 -0.657  0.37
175 H -1.168 6.016 -0.201  0.28
176 H -2.027 8.589 -1.717  0.10
177 H -1.227 8.489 1.173  0.34
178 H -2.712 8.845 0.649  0.40
179 H -1.391 9.980 0.225  0.33
180 H 0.249 7.913 -2.064  0.28

Atoms 1-6, force components in eV/Å:
C 0.320 0.488 0.416
O 0.438 0.142 -0.455
C 0.255 -0.155 -0.103
C -2.627 -0.120 -0.743
N -0.687 1.882 0.458
C 2.298 -1.236 -0.176

The HOMO-LUMO gap is 8.662 eV. The calculation puts the energy above the lowest of the compared OMol25 structures with the same formula, charge and spin at 597.1 kJ/mol. Its total energy is -3131.3376 hartree. Its net charge is 0. Its largest force on an atom is 2.73 eV/Å.

=====

Q: Which value of net charge does entry 2 give?
A: 0